1.
{"formula": "ClH14O7", "method": "ωB97M-V/def2-TZVPD", "multiplicity": 2, "charge": 0, "e_homo_ev": [-11.87, -11.85], "relative_energy_kcal_mol": 10.6, "orbital_gap_ev": [11.68, 5.04], "s2": 0.75, "mol_weight_g_mol": 161.6, "lumo_energy_ev": [-0.2, -6.8], "total_energy_ha": -995.14388, "elements": ["Cl", "O", "H", "H", "O", "H", "H", "O", "H", "H", "O", "H", "H", "O", "H", "H", "O", "H", "H", "O", "H", "H"], "xyz": [[0.0593, 0.3677, -0.0946], [-1.0579, -1.7591, 1.9475], [-0.8941, -1.1856, 1.1988], [-0.3335, -1.5829, 2.5478], [-1.7211, 2.8327, -1.3804], [-1.5816, 2.6368, -2.3069], [-1.1696, 2.2029, -0.9163], [-2.2897, -1.0341, -1.7098], [-1.9686, -1.8024, -2.1818], [-1.5277, -0.7126, -1.2279], [1.3860, 2.9185, 1.2272], [1.2157, 2.1301, 0.7118], [1.5447, 3.6015, 0.5756], [2.0128, -2.4962, 0.1798], [1.7419, -1.5951, 0.3557], [1.3788, -3.0343, 0.6540], [-0.3370, 1.1034, 3.1610], [0.0567, 0.2548, 3.3635], [-0.1069, 1.2625, 2.2456], [1.4199, -1.1267, -2.9933], [1.2350, -2.0496, -3.1671], [0.9368, -0.9322, -2.1902]]}


2.
{"formula": "C40H60F16NO13P", "method": "ωB97M-V/def2-TZVPD", "charge": 0, "e_homo_ev": -7.99, "smiles": "CCCCCCCCCC[C@]1([C@H](F)CC)C(=O)O[C@@H](N=C=O)[C@H]1P(C)C.CCOC(=O)C(F)(F)F.CCOC(=O)C(F)(F)F.CCOC(=O)C(F)(F)F.CCOC(=O)C(F)(F)F.CCOC(=O)C(F)(F)F", "orbital_gap_ev": 8.18, "mol_weight_g_mol": 1097.9, "lumo_energy_ev": 0.2, "total_energy_ha": -4532.27386, "elements": ["C", "C", "C", "C", "C", "C", "C", "C", "C", "C", "C", "C", "F", "C", "C", "C", "O", "O", "C", "N", "C", "O", "C", "P", "C", "C", "H", "H", "H", "H", "H", "H", "H", "H", "H", "H", "H", "H", "H", "H", "H", "H", "H", "H", "H", "H", "H", "H", "H", "H", "H", "H", "H", "H", "H", "H", "H", "H", "H", "H", "H", "C", "C", "O", "C", "O", "C", "F", "F", "F", "H", "H", "H", "H", "H", "C", "C", "O", "C", "O", "C", "F", "F", "F", "H", "H", "H", "H", "H", "C", "C", "O", "C", "O", "C", "F", "F", "F", "H", "H", "H", "H", "H", "C", "C", "O", "C", "O", "C", "F", "F", "F", "H", "H", "H", "H", "H", "C", "C", "O", "C", "O", "C", "F", "F", "F", "H", "H", "H", "H", "H"], "xyz": [[1.7845, -1.9336, -2.7001], [1.7238, -1.6024, -1.1690], [2.8767, -0.6617, -0.6538], [2.2813, 0.7066, -0.1166], [2.7373, 1.9231, -1.0092], [2.2201, 1.6751, -2.4575], [1.3821, 2.8086, -3.1342], [0.5794, 3.7595, -2.2207], [-0.6128, 3.1576, -1.4032], [-1.0989, 1.7264, -1.7550], [-2.3855, 1.6098, -2.6579], [-2.2054, 1.6011, -4.1932], [-1.1795, 0.6930, -4.5227], [-1.7830, 2.9920, -4.7878], [-0.8948, 2.8551, -6.0689], [-3.6012, 2.5752, -2.3987], [-3.7564, 3.7065, -2.6362], [-4.6551, 1.9330, -1.7260], [-4.0054, 0.8983, -0.9962], [-4.8233, -0.0273, -0.2013], [-4.3433, -0.3141, 0.8561], [-3.9826, -0.6816, 1.8518], [-3.0702, 0.2972, -2.0795], [-3.8672, -0.8627, -3.3562], [-2.4193, -1.9645, -3.8407], [-5.0634, -2.0214, -2.5333], [2.3559, -1.1665, -3.2579], [2.1402, -2.9500, -2.9348], [0.7506, -1.8574, -3.1034], [1.7609, -2.5708, -0.6298], [0.7327, -1.1671, -0.9388], [3.5270, -1.1629, 0.0807], [3.5163, -0.4398, -1.5335], [2.7375, 0.8410, 0.8881], [1.1797, 0.6901, -0.0593], [3.8469, 1.8554, -1.0264], [2.5018, 2.9035, -0.5681], [1.6656, 0.7199, -2.5358], [3.1155, 1.5205, -3.0964], [0.6895, 2.3265, -3.8522], [2.0843, 3.4332, -3.7250], [0.1691, 4.5624, -2.8708], [1.2277, 4.3072, -1.5078], [-1.4428, 3.8916, -1.4338], [-0.3046, 3.1400, -0.3350], [-1.3858, 1.2529, -0.7962], [-0.3523, 1.0553, -2.2064], [-3.1288, 1.3248, -4.7343], [-1.3753, 3.6821, -4.0347], [-2.7277, 3.4556, -5.1385], [-1.2206, 1.9570, -6.6251], [0.1841, 2.8533, -5.8611], [-1.1517, 3.7086, -6.7264], [-3.4438, 1.4865, -0.2295], [-2.4008, -0.4261, -1.5586], [-2.0167, -1.7283, -4.8319], [-1.6564, -1.8812, -3.0378], [-2.7813, -3.0103, -3.7884], [-4.7013, -2.4933, -1.5991], [-5.9790, -1.4550, -2.2725], [-5.3772, -2.8097, -3.2382], [-1.3165, -6.5561, -7.4457], [-0.3157, -6.7045, -6.3189], [0.6617, -5.6504, -6.3596], [0.2945, -4.4904, -5.8155], [-0.7671, -4.2683, -5.3126], [1.4489, -3.4850, -5.8853], [2.0424, -3.4823, -7.0907], [2.3981, -3.7736, -4.9755], [1.0364, -2.2369, -5.6458], [-0.8039, -6.5019, -8.4075], [-2.0062, -7.4002, -7.4596], [-1.8958, -5.6383, -7.3384], [0.2345, -7.6376, -6.4333], [-0.8070, -6.7360, -5.3457], [3.6247, 0.9594, 5.6210], [5.1322, 1.0941, 5.6551], [5.7412, 0.3119, 4.6102], [5.7680, 0.8678, 3.4040], [5.3265, 1.9451, 3.1295], [6.4855, -0.0545, 2.4161], [6.0876, -1.3312, 2.5410], [7.8155, -0.0397, 2.6120], [6.2765, 0.2957, 1.1391], [3.3340, -0.0910, 5.6655], [3.1732, 1.4865, 6.4603], [3.2142, 1.3673, 4.6957], [5.5168, 0.7026, 6.5958], [5.4452, 2.1367, 5.5874], [5.9064, 4.4940, 0.7639], [4.7968, 4.7807, 1.7550], [4.9284, 6.1114, 2.2912], [4.4450, 7.0965, 1.5370], [3.9262, 6.9581, 0.4679], [4.6098, 8.4388, 2.2572], [5.8302, 8.5713, 2.8045], [3.7135, 8.5683, 3.2527], [4.4356, 9.4740, 1.4303], [6.8827, 4.6661, 1.2207], [5.8564, 3.4619, 0.4162], [5.8388, 5.1535, -0.1028], [4.8717, 4.0960, 2.5941], [3.8109, 4.6372, 1.3104], [-7.3499, -0.1092, 2.8988], [-7.1804, -1.5617, 3.2925], [-8.4581, -2.1988, 3.4646], [-9.0550, -2.6217, 2.3499], [-8.6144, -2.5055, 1.2445], [-10.3744, -3.3209, 2.6932], [-11.0896, -2.6317, 3.5980], [-10.1545, -4.5436, 3.2100], [-11.1496, -3.4791, 1.6167], [-7.9796, 0.4133, 3.6207], [-6.3821, 0.3900, 2.8482], [-7.8361, -0.0189, 1.9264], [-6.6721, -1.6269, 4.2537], [-6.5731, -2.1068, 2.5690], [2.2719, -4.9486, 9.1328], [1.5262, -4.7123, 7.8361], [0.8433, -3.4459, 7.8611], [1.5825, -2.3769, 7.5737], [2.7492, -2.3937, 7.3080], [0.7131, -1.1160, 7.5889], [-0.1055, -1.0747, 8.6524], [-0.0663, -1.0452, 6.4951], [1.4526, -0.0015, 7.6196], [1.5958, -4.8580, 9.9845], [2.7203, -5.9422, 9.1413], [3.0634, -4.2112, 9.2711], [0.7572, -5.4729, 7.7077], [2.1897, -4.7744, 6.9730]]}


3.
{"formula": "C30H36Cl3N2O5P3S2Ti", "method": "ωB97M-V/def2-TZVPD", "multiplicity": 3, "charge": 0, "e_homo_ev": [-6.44, -7.68], "relative_energy_kcal_mol": 34.9, "orbital_gap_ev": [6.81, 8.05], "s2": 2.01, "mol_weight_g_mol": 815.9, "lumo_energy_ev": [0.4, 0.4], "total_energy_ha": -5701.08072, "elements": ["Ti", "C", "P", "C", "C", "C", "P", "C", "C", "H", "H", "H", "H", "H", "H", "H", "H", "H", "H", "H", "H", "H", "H", "H", "H", "O", "S", "O", "O", "C", "C", "C", "C", "C", "C", "P", "C", "C", "C", "C", "C", "C", "C", "C", "C", "C", "C", "C", "H", "H", "H", "H", "H", "H", "H", "H", "H", "H", "H", "H", "H", "H", "Cl", "C", "Cl", "Cl", "C", "O", "O", "C", "N", "C", "C", "N", "C", "S", "H", "H", "H", "H", "H", "H"], "xyz": [[1.0343, 1.3541, -0.3713], [1.8204, 1.9620, 3.5714], [1.2107, 0.8810, 2.2424], [0.0487, -0.1715, 3.1926], [2.6056, -0.3111, 2.0884], [3.8675, 0.3833, 1.5446], [3.5105, 1.5099, 0.1010], [4.3208, 3.0535, 0.6508], [4.6728, 0.9379, -1.1815], [2.1374, 1.3521, 4.4190], [1.0179, 2.6345, 3.8755], [2.6391, 2.5866, 3.2187], [0.5632, -0.6171, 4.0452], [-0.3524, -0.9598, 2.5570], [-0.7922, 0.4240, 3.5518], [2.2839, -1.0756, 1.3763], [2.8091, -0.7995, 3.0453], [4.5865, -0.3703, 1.2225], [4.3259, 0.9892, 2.3275], [5.2728, 2.8101, 1.1260], [3.6750, 3.5869, 1.3485], [4.5027, 3.6994, -0.2061], [5.6994, 0.9913, -0.8175], [4.5637, 1.5681, -2.0642], [4.4368, -0.0845, -1.4686], [0.4034, -0.8043, -1.2972], [0.4394, -0.0393, -2.5598], [0.5802, -0.7904, -3.7646], [1.5065, 1.0102, -2.3385], [-1.0674, 0.9088, -2.6551], [-1.2094, 1.6598, -3.8184], [-2.2810, 2.5224, -3.9459], [-3.2035, 2.6240, -2.9168], [-3.0489, 1.8863, -1.7500], [-1.9752, 1.0215, -1.5831], [-1.6502, 0.1185, 0.0152], [-2.9835, 0.7589, 1.1049], [-4.1807, 0.0890, 1.3508], [-5.0964, 0.5927, 2.2711], [-4.8252, 1.7685, 2.9550], [-3.6307, 2.4425, 2.7234], [-2.7144, 1.9384, 1.8125], [-2.3117, -1.5376, -0.4614], [-3.1492, -1.7561, -1.5529], [-3.5846, -3.0407, -1.8674], [-3.1921, -4.1232, -1.0917], [-2.3514, -3.9186, -0.0047], [-1.9067, -2.6381, 0.2965], [-0.4731, 1.5650, -4.6065], [-2.3882, 3.1247, -4.8396], [-4.0484, 3.2962, -3.0131], [-3.7749, 1.9922, -0.9535], [-4.4056, -0.8313, 0.8253], [-6.0225, 0.0604, 2.4527], [-5.5390, 2.1579, 3.6703], [-3.4090, 3.3578, 3.2588], [-1.7829, 2.4646, 1.6365], [-3.4763, -0.9247, -2.1638], [-4.2333, -3.1916, -2.7221], [-3.5423, -5.1198, -1.3320], [-2.0306, -4.7560, 0.6039], [-1.2242, -2.4970, 1.1287], [-0.1977, 5.1706, -1.8534], [1.2384, 4.6369, -0.9354], [2.0119, 6.0533, -0.2131], [2.3623, 3.8911, -2.1291], [0.8000, 3.5876, 0.2008], [1.1566, 3.8170, 1.3520], [-0.1841, 2.7753, -0.1992], [1.1972, -3.9416, -2.5681], [1.4542, -4.3609, -1.1918], [0.8253, -5.4150, -0.5344], [1.3142, -5.4593, 0.7144], [2.2293, -4.4176, 0.8043], [2.3337, -3.7424, -0.3713], [3.3693, -2.4500, -0.7083], [0.3326, -4.4888, -2.9356], [2.0658, -4.1514, -3.1894], [0.9986, -2.8772, -2.5986], [0.0958, -6.0361, -1.0254], [1.0895, -6.1140, 1.5377], [2.8300, -4.2035, 1.5809]]}